This record from the OMol25 dataset describes a gas-phase ion, CH6N3 (charge +1) in a non-equilibrium geometry. The level of theory is ωB97M-V/def2-TZVPD.

Each line ends with the Mulliken spin population.
Geometry (Å):
C 0.910 -0.220 0.557  0.06
N -0.219 -1.078 -0.010  0.48
N 0.419 0.824 -0.294  0.81
N -0.916 0.219 -0.465  0.54
H 0.405 -0.118 1.617  0.12
H 1.946 -0.483 0.473  0.04
H -0.171 -1.634 -0.876  -0.06
H 0.631 1.750 0.071  -0.06
H -1.382 0.198 -1.429  0.02
H -1.623 0.542 0.356  0.04

Its electronic energy is -5588.0697 eV. The gap between HOMO and LUMO (spin up / spin down) is 6.365 / 6.766 eV. Its spin multiplicity is 3. As for the highest occupied orbital energy (spin up / spin down): -10.275 / -15.555 eV. Its net charge is +1.

This record from the OMol25 dataset describes C2H4N2O in the gas phase in a non-equilibrium geometry. The level of theory is ωB97M-V/def2-TZVPD.

Each line ends with the Mulliken charge.
Geometry (Å):
H -1.485 -1.609 -1.583  0.24
N -0.945 -0.661 -1.258  -0.62
C -0.623 -0.700 0.001  0.16
N 0.033 0.278 0.633  -0.22
C 0.996 1.146 0.092  0.17
O 1.967 1.425 0.807  -0.51
H -1.010 -1.280 0.867  0.26
H 0.326 -0.042 1.498  0.23
H 0.741 1.445 -1.055  0.30

Its electronic energy is -7165.2608 eV. The gap between HOMO and LUMO is 10.683 eV. As for the highest occupied orbital energy: -10.009 eV.

This record from the OMol25 dataset describes a molecular structure, C40H46CaGeN2OS3Te2 in a non-equilibrium geometry. The level of theory is ωB97M-V/def2-TZVPD.

Each line ends with the Mulliken charge.
Geometry (Å):
Ca -0.283 0.495 -0.777  0.67
C -3.033 -3.232 -1.120  -1.51
C -2.551 -1.799 -0.974  0.79
N -1.268 -1.597 -0.668  0.76
N -0.516 -2.707 -1.001  -0.31
C 0.773 -2.511 -0.988  0.18
S 1.716 -1.107 -0.499  -0.54
S 1.848 -3.783 -1.581  -0.12
C 0.735 -5.180 -2.021  -0.81
C 0.371 -5.269 -3.464  0.54
C 0.481 -4.224 -4.316  0.10
C 0.083 -4.307 -5.656  -0.88
C -0.427 -5.506 -6.111  -0.19
C -0.455 -6.656 -5.305  -0.59
C -0.062 -6.520 -3.959  -0.44
C -3.564 -0.774 -1.020  0.37
C -4.871 -1.226 -0.720  -0.86
C -5.916 -0.375 -0.738  -0.82
C -5.748 0.919 -1.191  -0.29
C -4.531 1.451 -1.476  -0.80
C -3.369 0.636 -1.283  0.76
O -2.190 1.079 -1.682  -0.91
H -3.618 -3.570 -0.265  0.25
H -2.225 -3.974 -1.191  0.09
H -3.747 -3.371 -1.935  0.49
H -0.103 -5.138 -1.320  0.19
H 1.368 -6.009 -1.792  0.54
H 0.835 -3.274 -3.873  0.28
H 0.164 -3.436 -6.297  0.39
H -0.760 -5.574 -7.176  0.29
H -0.854 -7.636 -5.655  0.32
H -0.211 -7.343 -3.244  0.34
H -5.007 -2.214 -0.317  0.26
H -6.909 -0.700 -0.409  0.38
H -6.691 1.451 -1.364  0.34
H -4.387 2.515 -1.803  0.35
Te 1.692 1.571 -3.392  0.56
C 3.751 1.416 -3.876  0.08
C 4.271 2.348 -4.778  -0.24
C 5.615 2.304 -5.106  -0.63
C 6.433 1.359 -4.479  -0.31
C 5.963 0.507 -3.468  -0.66
C 4.585 0.502 -3.222  -0.21
C 1.589 3.679 -2.781  -0.08
C 0.320 4.221 -2.500  -0.34
C 0.214 5.299 -1.659  -0.57
C 1.374 5.897 -1.129  -0.33
C 2.645 5.514 -1.601  -0.88
C 2.757 4.359 -2.362  -0.05
H 3.583 3.122 -5.172  0.42
H 6.050 3.008 -5.812  0.37
H 7.509 1.322 -4.671  0.32
H 6.630 -0.146 -2.909  0.40
H 4.106 -0.119 -2.472  0.35
H -0.544 3.700 -2.926  0.47
H -0.771 5.676 -1.340  0.46
H 1.307 6.728 -0.411  0.38
H 3.491 6.066 -1.255  0.39
H 3.699 3.970 -2.718  0.42
C -3.675 -2.548 4.500  -1.40
C -3.474 -2.076 3.055  -0.30
C -2.105 -1.427 2.807  0.34
C -1.934 0.024 3.158  -1.04
Ge -0.440 1.015 2.564  0.10
C 1.000 1.221 4.010  -0.84
C 1.251 -0.067 4.807  -0.02
C 1.640 0.099 6.287  -0.38
C 1.568 -1.205 7.063  -1.20
H -4.727 -2.822 4.601  0.40
H -3.449 -1.666 5.105  0.31
H -2.977 -3.316 4.852  0.34
H -4.290 -1.358 2.849  0.29
H -3.541 -3.016 2.477  0.15
H -1.846 -1.661 1.750  -0.63
H -1.414 -1.982 3.421  0.35
H -1.830 0.120 4.230  0.65
H -2.823 0.681 2.976  0.69
H 0.372 0.200 1.450  -0.18
H 0.549 1.983 4.636  0.44
H 1.927 1.675 3.581  0.32
H 1.945 -0.712 4.258  0.37
H 0.383 -0.755 4.735  -0.21
H 1.077 0.871 6.834  0.35
H 2.707 0.447 6.308  0.26
H 0.779 -1.924 6.758  0.31
H 1.359 -0.993 8.088  0.36
H 2.529 -1.686 7.058  0.30
Te -1.259 3.451 1.675  0.12
C -0.039 4.778 2.835  -0.03
C 1.339 4.724 2.825  -0.17
C 1.907 5.859 3.451  -0.81
C 0.942 6.626 4.020  -0.40
S -0.679 6.206 3.617  -0.07
H 1.895 3.927 2.440  0.59
H 3.008 6.021 3.435  0.33
H 0.979 7.450 4.709  0.38

Its electronic energy is -169299.5392 eV. The gap between HOMO and LUMO is 7.292 eV. As for the highest occupied orbital energy: -7.214 eV.

This record from the OMol25 dataset describes C4H4N2O in the gas phase. The level of theory is ωB97M-V/def2-TZVPD.

Each line ends with the Mulliken charge.
Geometry (Å):
O 1.793 1.940 0.643  -0.51
C 1.238 1.383 -0.281  -0.10
C 0.321 0.253 -0.161  0.42
C -0.465 -0.322 -1.127  -0.33
N -1.375 -1.186 -0.583  -0.57
C -1.130 -1.152 0.705  -0.11
N -0.124 -0.307 1.027  -0.11
H 1.365 1.734 -1.325  0.29
H -0.410 -0.155 -2.194  0.38
H -1.672 -1.692 1.474  0.37
H 0.461 -0.496 1.820  0.28

Its electronic energy is -9240.1192 eV. The gap between HOMO and LUMO is 9.861 eV. As for the highest occupied orbital energy: -9.619 eV.

This record from the OMol25 dataset describes C6H9N in the gas phase in a non-equilibrium geometry. The level of theory is ωB97M-V/def2-TZVPD.

Each line ends with the Mulliken charge.
Geometry (Å):
C -2.551 -0.471 -0.333  -1.17
C -1.183 0.035 0.012  0.77
C -0.716 1.307 0.180  -0.80
N 0.661 1.241 0.228  -0.01
C 1.091 -0.058 0.138  0.35
C 2.562 -0.360 0.009  -1.21
C -0.056 -0.827 0.079  -0.52
H -3.347 -0.002 0.251  0.33
H -2.612 -1.560 -0.209  0.31
H -2.744 -0.277 -1.397  0.23
H -1.244 2.236 0.328  0.39
H 1.269 2.028 0.361  0.19
H 3.093 -0.341 0.967  0.28
H 2.722 -1.338 -0.452  0.31
H 3.053 0.372 -0.651  0.33
H -0.290 -1.732 0.605  0.22

Its electronic energy is -7857.3491 eV. The gap between HOMO and LUMO is 8.828 eV. As for the highest occupied orbital energy: -7.791 eV.

This record from the OMol25 dataset describes C18H17N3O2S in the gas phase in a non-equilibrium geometry. The level of theory is ωB97M-V/def2-TZVPD.

Each line ends with the Mulliken charge.
Geometry (Å):
C 3.009 -3.736 1.871  -0.62
C 1.822 -4.115 2.087  -0.31
C 0.864 -3.453 3.018  -0.27
S -0.610 -3.070 2.530  -0.15
C -0.249 -1.524 1.795  0.77
C -1.198 -0.702 1.367  -0.83
C -2.488 -0.798 1.967  -0.82
N -3.537 -0.688 2.430  -0.65
C -1.048 0.504 0.671  0.90
C -1.179 0.317 -0.856  -0.67
C -1.232 -0.690 -1.497  1.57
C -1.774 -0.801 -2.795  -1.00
C -1.572 0.283 -3.644  -0.93
C -1.368 1.600 -2.825  -0.40
C -1.000 1.778 -1.559  0.61
O -0.818 2.841 -0.828  -0.34
C -0.825 4.036 -1.746  -0.40
C 0.529 4.213 -2.218  -1.02
C 0.543 0.844 0.819  0.67
C 0.957 1.107 2.207  -0.25
N 1.022 1.374 3.379  -0.64
C 1.594 -0.294 0.559  0.17
O 2.587 -0.277 -0.005  -0.47
N 0.730 -1.518 0.972  -0.04
H 3.536 -4.457 1.262  0.31
H 3.480 -2.749 2.339  0.21
H 1.381 -5.157 1.778  0.17
H 1.445 -2.564 3.489  0.28
H 0.922 -4.161 3.890  0.43
H -1.450 1.554 1.074  0.67
H -1.474 -1.610 -0.696  0.15
H -2.032 -1.808 -3.327  0.26
H -1.664 0.389 -4.592  0.62
H -1.377 2.504 -3.655  -0.03
H -0.931 4.814 -0.665  0.28
H -1.618 3.963 -2.528  0.40
H 1.472 4.048 -1.632  0.29
H 0.634 3.369 -2.889  0.34
H 0.533 5.141 -2.779  0.39
H 0.829 1.887 0.480  0.01
H 1.553 -2.396 0.753  0.35

Its electronic energy is -38329.7683 eV. The gap between HOMO and LUMO is 8.364 eV. As for the highest occupied orbital energy: -8.475 eV.

This record from the OMol25 dataset describes 2 unconnected molecules or ions with the total composition C22H26NO2 in a non-equilibrium geometry. The level of theory is ωB97M-V/def2-TZVPD.

Each line ends with the Mulliken charge.
Geometry (Å):
C 3.950 1.117 -2.306  -1.39
C 3.098 -0.017 -1.940  0.64
C 2.700 -0.532 -0.696  -1.21
C 1.862 -1.648 -0.956  -0.32
C 1.787 -1.803 -2.349  0.68
C 1.158 -2.830 -3.191  -1.85
N 2.525 -0.795 -2.899  0.12
C 2.696 -0.555 -4.324  -1.07
H 4.332 1.573 -1.387  0.33
H 4.801 0.793 -2.923  0.32
H 3.395 1.876 -2.874  0.30
H 3.014 -0.156 0.267  0.47
H 1.368 -2.272 -0.228  0.85
H 0.712 -3.589 -2.538  0.32
H 0.364 -2.398 -3.817  0.40
H 1.887 -3.321 -3.858  0.46
H 2.157 -1.327 -4.875  0.41
H 2.301 0.429 -4.607  0.32
H 3.759 -0.594 -4.590  0.32
C -3.992 4.336 -1.742  -0.81
O -3.516 3.114 -2.343  -0.41
C -3.011 2.124 -1.570  0.92
C -2.465 1.009 -2.259  -0.73
C -1.824 0.023 -1.558  -0.53
C -1.738 0.050 -0.130  0.09
C -0.983 -0.951 0.528  -0.47
C -0.616 -0.993 1.894  0.55
C -0.235 -2.246 2.470  -0.50
C 0.100 -2.361 3.793  -0.77
C 0.030 -1.226 4.641  0.93
O 0.280 -1.446 5.954  -0.41
C 0.129 -0.373 6.906  -0.81
C -0.318 0.041 4.104  -0.46
C -0.562 0.155 2.746  -0.89
C -2.474 1.079 0.542  -0.84
C -3.030 2.140 -0.149  -0.44
H -4.336 4.914 -2.604  0.25
H -4.825 4.148 -1.048  0.34
H -3.181 4.868 -1.222  0.36
H -2.549 1.004 -3.345  0.45
H -1.353 -0.798 -2.095  0.30
H -0.732 -1.826 -0.073  0.61
H -0.211 -3.128 1.834  0.42
H 0.401 -3.305 4.246  0.44
H 0.455 -0.830 7.844  0.25
H 0.766 0.488 6.656  0.34
H -0.922 -0.054 6.981  0.36
H -0.382 0.915 4.761  0.36
H -0.696 1.151 2.322  0.80
H -2.590 1.045 1.625  0.84
H -3.488 2.981 0.381  0.36

Its electronic energy is -28813.4399 eV. The gap between HOMO and LUMO is 4.868 eV. As for the highest occupied orbital energy: -9.809 eV. Its net charge is +1.

This record from the OMol25 dataset describes a molecular structure, C18H32N5NdO9PS in a non-equilibrium geometry. The level of theory is ωB97M-V/def2-TZVPD.

Each line ends with the Mulliken spin population.
Geometry (Å):
Nd -1.077 -0.439 0.458  3.01
C 2.419 -5.364 -1.556  0.00
C 1.276 -4.716 -0.819  0.00
C 1.491 -3.645 0.041  0.00
C 0.435 -3.063 0.726  0.00
C -0.860 -3.549 0.541  0.00
C -1.093 -4.615 -0.319  0.00
C -0.029 -5.194 -0.978  0.00
S -2.239 -2.707 1.288  0.01
O -1.563 -1.711 2.196  0.00
O -3.146 -3.585 1.952  0.00
N -2.756 -1.900 0.035  -0.01
C -3.958 -1.049 0.318  0.00
C -3.767 0.489 0.350  0.00
O -4.757 1.157 0.510  0.00
O -2.552 0.987 0.177  0.00
H 3.360 -4.851 -1.360  0.00
H 2.241 -5.359 -2.635  0.00
H 2.529 -6.407 -1.253  0.00
H 2.498 -3.276 0.203  0.00
H 0.633 -2.308 1.473  0.00
H -2.102 -4.989 -0.452  0.00
H -0.209 -6.038 -1.639  0.00
H -4.416 -1.314 1.271  0.00
H -4.717 -1.231 -0.435  0.00
N -0.817 1.074 2.590  0.00
C 0.480 1.765 2.443  0.00
C 1.056 2.234 3.770  0.00
C 2.432 2.917 3.796  0.00
C 2.714 4.018 2.775  0.00
N 3.003 3.471 1.436  0.00
C 2.646 4.022 0.290  0.00
N 2.664 3.302 -0.839  0.00
N 2.283 5.309 0.254  0.00
C 1.409 0.810 1.663  0.00
O 2.501 0.481 2.110  0.00
O 0.948 0.471 0.496  0.00
H -1.555 1.716 2.824  0.00
H -0.760 0.405 3.345  0.00
H 0.297 2.613 1.783  0.00
H 1.120 1.358 4.421  0.00
H 0.323 2.911 4.219  0.00
H 3.211 2.160 3.717  0.00
H 2.546 3.382 4.776  0.00
H 3.579 4.588 3.113  0.00
H 1.865 4.702 2.702  0.00
H 3.308 2.505 1.415  0.00
H 2.495 2.306 -0.776  0.00
H 2.364 3.736 -1.696  0.00
H 2.481 5.917 1.028  0.00
H 2.000 5.736 -0.611  0.00
C 0.233 1.422 -4.369  0.00
O -0.882 0.675 -3.881  0.00
P -1.205 0.614 -2.295  0.00
O -0.391 -0.772 -1.828  0.00
C -0.651 -1.994 -2.585  0.00
O -2.637 -0.098 -2.447  0.00
C -3.809 0.614 -2.895  0.00
H 0.137 1.474 -5.447  0.00
H 1.176 0.929 -4.121  0.00
H 0.235 2.441 -3.968  0.00
H 0.151 -2.681 -2.350  0.00
H -0.656 -1.770 -3.645  0.00
H -1.605 -2.405 -2.286  0.00
H -4.614 -0.113 -2.942  0.00
H -3.638 1.029 -3.887  0.00
H -4.073 1.405 -2.190  0.00

Its electronic energy is -80462.8906 eV. The gap between HOMO and LUMO (spin up / spin down) is 8.721 / 8.718 eV. Its spin multiplicity is 4. As for the highest occupied orbital energy (spin up / spin down): -11.367 / -11.365 eV. Its net charge is +1.